Entry 1:
DFT (wB97M-V/def2-TZVPD) results for a cluster of 8 separate species, C27H48O24 in total.

XYZ file:
```
99
Properties=species:S:1:pos:R:3:forces:R:3
C -3.94997 -2.04792 -3.10591 0.32 -0.10 -0.35
C -5.09608 -1.27772 -3.74255 -0.41 -0.72 1.24
C -6.08258 -0.62238 -2.72146 0.74 -1.14 -0.20
O -6.01032 0.78042 -3.00175 -0.52 -0.79 0.38
C -5.13975 0.98344 -3.99245 0.70 0.65 -0.05
O -4.81594 2.04928 -4.40954 -0.19 0.19 -0.06
O -4.57880 -0.15859 -4.41227 0.18 -0.06 -0.91
H -3.21087 -2.30292 -3.87046 -0.03 0.22 -0.10
H -4.25404 -3.02324 -2.72301 -0.28 0.23 0.32
H -3.43898 -1.45248 -2.34798 -0.09 -0.10 0.13
H -5.62980 -1.97442 -4.39492 0.03 0.48 -0.42
H -5.72152 -0.88224 -1.72647 -0.11 0.62 0.23
H -7.07882 -1.04372 -2.82412 -0.24 0.52 -0.13
C 4.69849 2.81363 -1.11553 0.90 0.50 0.37
C 5.24236 2.16656 0.16401 0.08 -1.29 -1.44
C 4.47835 0.86619 0.49256 -0.45 1.57 0.28
O 5.41144 -0.17879 0.49788 0.21 0.09 0.31
C 6.63916 0.33596 0.23297 0.50 -1.47 -0.61
O 7.63302 -0.32489 0.19399 -0.30 0.30 0.25
O 6.56498 1.61343 -0.09071 -0.05 1.74 0.26
H 4.87532 2.20695 -2.00329 -0.05 -0.34 0.22
H 5.23467 3.75038 -1.27850 -0.19 0.12 -0.05
H 3.63334 3.02047 -1.03999 -0.02 -0.01 0.16
H 5.26642 2.85353 1.00498 0.28 0.08 -0.02
H 3.75351 0.75766 -0.31310 -0.28 -0.61 0.37
H 4.08008 1.04889 1.49336 -0.56 -0.76 -0.16
C 0.40317 -3.28341 -4.47365 -0.08 -1.30 1.02
C 1.04816 -1.96602 -4.81945 0.61 1.03 -0.02
C 0.36838 -0.69781 -4.27349 -2.05 -1.50 0.22
O 1.18796 -0.21608 -3.23589 0.51 0.54 -0.30
C 2.39899 -0.77550 -3.36611 0.58 -1.06 -0.30
O 3.39270 -0.47705 -2.78537 -0.15 0.47 0.41
O 2.36993 -1.81331 -4.24341 -0.34 -0.01 -0.04
H -0.17499 -3.36049 -3.54357 -0.19 1.00 -0.07
H 1.12397 -4.06575 -4.21296 0.46 0.21 -0.77
H -0.24752 -3.68187 -5.25063 0.13 0.21 -0.21
H 1.15323 -1.85374 -5.89706 0.17 -0.29 -0.04
H -0.55204 -1.07124 -3.81948 -0.15 0.56 0.12
H 0.08639 0.04031 -5.02124 0.53 0.28 0.05
C 1.09387 -0.86930 0.48988 0.82 -0.46 -0.66
O 0.03434 -0.87947 -0.46432 -0.10 -0.01 -0.28
C -0.72054 0.20381 -0.55763 -0.54 0.86 0.54
O -0.89565 1.04486 0.29263 0.47 -0.19 -0.14
O -1.30649 0.21762 -1.74859 0.00 -0.53 -0.81
C -1.97328 1.41832 -2.13118 -0.07 0.80 1.02
H 1.66938 -1.74156 0.17510 -0.17 -0.29 0.64
H 0.75040 -0.89779 1.51991 0.00 0.02 -0.04
H 1.81130 -0.07047 0.30070 -0.53 0.47 0.18
H -2.75188 1.65471 -1.40501 -0.31 -0.23 -0.20
H -2.36069 1.33510 -3.14042 0.04 -0.33 0.02
H -1.29504 2.26987 -2.05194 0.22 -0.12 -0.26
C 2.68396 -4.20529 2.55779 -0.98 1.25 -0.49
O 3.45052 -4.16795 3.74142 0.33 0.42 0.12
C 3.48807 -5.24094 4.53938 -0.01 0.01 -0.52
O 2.81109 -6.21622 4.40292 -0.02 -0.26 0.15
O 4.41955 -5.10969 5.47483 -0.38 0.21 0.51
C 5.03742 -3.82184 5.74636 0.73 -1.54 -0.45
H 2.03856 -3.31812 2.54840 0.00 -0.04 0.37
H 1.99939 -5.04415 2.47424 0.52 -0.39 0.03
H 3.33223 -4.01598 1.70238 0.19 -0.73 0.01
H 5.83877 -4.15781 6.39945 -0.04 0.55 0.35
H 4.35443 -3.12855 6.22151 -0.07 0.08 -0.11
H 5.51023 -3.47357 4.83222 -0.28 0.46 0.03
C 1.60444 8.00181 -4.17910 1.10 0.09 0.88
O 1.55603 8.10099 -2.73909 -0.21 0.70 0.02
C 1.58915 7.05054 -1.94813 0.63 -0.91 0.54
O 1.64253 7.11161 -0.74918 -0.37 0.11 -0.31
O 1.64902 5.89688 -2.64463 -0.03 0.29 -1.25
C 1.40218 4.69028 -1.98167 -0.94 -0.52 1.78
H 2.51252 7.45548 -4.43392 -0.37 -0.45 -0.27
H 1.82452 9.02293 -4.47989 -0.65 0.04 -0.22
H 0.68443 7.56879 -4.55257 0.07 0.06 -0.28
H 1.46017 3.82229 -2.63292 0.39 0.39 -0.41
H 0.38652 4.69233 -1.56432 0.00 0.10 -0.19
H 2.02473 4.55571 -1.09390 0.32 0.10 -0.30
C -3.30271 -4.08934 6.27523 -0.95 -0.27 -0.55
O -2.42044 -4.02401 5.16272 1.17 0.16 0.71
C -2.74951 -3.40475 4.04765 0.39 -0.27 -0.26
O -3.84556 -3.11507 3.68665 -0.93 0.32 -0.12
O -1.62723 -3.21176 3.33252 -0.02 -0.20 0.08
C -1.87922 -2.59065 2.06999 -0.06 -0.26 -0.17
H -2.96113 -3.49110 7.11635 0.45 -0.10 -0.10
H -3.35582 -5.15105 6.50105 -0.09 0.10 0.45
H -4.29751 -3.72787 6.00873 0.05 -0.08 -0.16
H -2.53791 -1.74277 2.25491 0.24 0.20 -0.45
H -2.35111 -3.28145 1.36551 -0.24 -0.04 0.27
H -0.90644 -2.37190 1.63477 -0.08 0.38 0.28
C -2.89922 1.54589 5.30991 0.58 0.18 0.74
O -3.26581 2.02529 4.03015 -0.03 0.12 -0.19
C -3.87418 1.14784 3.19691 0.04 1.11 1.55
O -4.35050 0.12448 3.56703 -0.13 -1.09 -0.28
O -3.97458 1.63992 1.99290 0.41 -0.14 -1.79
C -3.47227 2.95038 1.68548 0.10 0.53 0.57
H -3.58854 0.85201 5.78703 -0.15 -0.17 -0.56
H -2.83019 2.40228 5.98115 0.01 0.16 -0.27
H -1.89921 1.11724 5.22409 -0.11 -0.24 0.16
H -4.15728 3.61699 2.20180 0.13 0.52 -0.36
H -3.41692 3.12023 0.61466 -0.71 -0.44 -0.11
H -2.45497 3.16842 2.00867 -0.05 -0.54 0.46
```
Forces are in eV/Å.

- Largest force on an atom: 0.0496 hartree/bohr
- SMILES string: C[C@H]1COC(=O)O1.C[C@H]1COC(=O)O1.C[C@H]1COC(=O)O1.COC(=O)OC.COC(=O)OC.COC(=O)OC.COC(=O)OC.COC(=O)OC
- ΔE to the lowest compared entry with this formula, charge and spin: 0.674 eV

***

Entry 2:
DFT (wB97M-V/def2-TZVPD) results for a structure of composition C27H49BClLaO4.

XYZ file:
```
83
Properties=species:S:1:pos:R:3:forces:R:3
C -10.81313 5.22643 -1.99016 6.91 -4.55 4.36
C -9.94608 4.40727 -1.20547 -3.78 3.85 -4.93
C -8.76158 3.39054 -0.60423 -5.58 0.11 0.07
B -7.30816 4.00602 -1.06526 3.78 1.88 4.64
C -7.07881 4.21208 -2.68953 -0.11 0.46 -5.20
C -7.86222 3.12777 -3.63560 0.41 0.10 -0.11
C -7.46072 1.55937 -3.38501 -0.16 -0.71 -1.26
C -5.87081 1.20608 -3.56547 5.09 1.94 1.52
O -4.83373 1.94864 -3.17215 -6.97 -4.31 -2.61
O -5.56136 -0.12033 -4.19560 -1.46 2.10 3.37
O -7.26133 5.27545 -0.25643 0.85 -1.50 1.29
C -6.22286 5.12257 0.81601 2.09 -1.04 -1.85
Cl -6.53402 3.85766 2.15636 -0.80 1.17 -0.95
C -5.11215 4.31348 -0.13705 -0.48 1.77 2.89
C -3.77433 3.84068 0.68453 0.35 0.57 -0.20
C -2.36524 4.32877 -0.07279 0.27 -0.05 1.22
C -1.08895 3.62721 0.74879 -0.10 -0.26 0.17
C -0.26132 2.55927 -0.19521 0.08 0.30 -0.43
C 0.80472 3.32503 -1.18262 -0.79 -0.34 -0.46
C 1.51035 2.31620 -2.30598 0.65 0.93 0.03
C 2.43235 1.14194 -1.62823 0.25 -0.01 -0.54
C 1.61268 -0.22925 -1.22833 0.73 -0.68 0.10
C 2.38543 -1.08695 -0.02230 -0.34 -0.01 -0.66
C 3.73490 -1.86622 -0.57860 -0.57 -0.25 1.01
C 4.29024 -2.80067 0.69059 -0.18 0.72 -0.65
C 5.65725 -3.64641 0.31341 -0.76 -0.19 1.22
C 5.82240 -4.98746 1.24268 0.25 0.68 1.03
C 7.17301 -4.97990 2.20660 0.35 -0.05 -0.75
C 7.76096 -6.50657 2.39683 -0.08 -0.64 0.17
C 7.21201 -7.26769 3.75918 0.86 -0.32 0.31
C 7.85544 -6.64162 5.15952 0.29 -1.16 -0.14
C 9.39239 -7.27123 5.35246 -0.13 -0.19 0.08
O -6.05417 3.28702 -0.65390 -0.20 2.27 -1.41
H -11.17857 6.12228 -2.68952 0.60 -2.42 2.15
H -8.86131 3.43284 0.57537 0.70 0.24 -2.42
H -8.95635 2.28049 -0.91920 0.36 2.27 0.11
H -7.55186 5.27776 -2.94601 0.51 -1.98 1.28
H -5.93854 4.30580 -2.99818 -2.34 -0.66 1.13
H -7.55029 3.37913 -4.75931 -0.49 -0.36 2.37
H -9.04195 3.29952 -3.60822 2.64 -0.57 0.22
H -7.81469 1.11026 -2.36088 0.84 1.02 -1.84
H -8.03510 0.93350 -4.22379 1.36 1.30 1.90
H -5.73426 -0.76976 -3.42813 0.35 1.14 -1.76
H -5.86682 6.08259 1.38235 -1.13 -1.66 -1.61
H -4.76452 5.17978 -0.84367 -0.88 -1.99 0.17
H -3.78079 4.45063 1.71027 -0.15 -1.60 -2.15
H -3.80270 2.68977 0.89771 0.09 2.27 -0.45
H -2.23699 5.49992 0.11807 -0.57 -2.51 -0.84
H -2.35216 4.05105 -1.21709 -0.03 0.63 2.32
H -0.35740 4.45905 1.18111 -1.55 -1.76 -1.08
H -1.54906 3.07804 1.69851 1.06 1.05 -2.02
H -1.03915 2.00159 -0.88737 1.50 0.96 1.45
H 0.32727 1.75801 0.42932 -1.28 1.62 -1.01
H 0.19618 4.11615 -1.79748 1.18 -1.31 1.17
H 1.58917 3.90694 -0.53023 -1.33 -1.27 -1.36
H 2.24742 3.00865 -2.93631 -1.57 -1.46 1.34
H 0.72155 1.90930 -3.10232 1.58 0.70 2.00
H 3.03298 1.61808 -0.71387 -1.45 -1.12 -1.79
H 3.25979 0.83402 -2.43055 -1.76 0.64 1.77
H 1.61973 -0.93029 -2.18625 -0.24 1.48 1.95
H 0.49420 -0.05208 -0.91091 2.32 -0.17 -0.66
H 2.62151 -0.35569 0.87084 -0.35 -1.54 -1.73
H 1.64842 -1.94221 0.35981 1.56 1.89 -0.73
H 3.35232 -2.55046 -1.47882 1.12 1.37 1.94
H 4.59030 -1.15002 -0.93403 -1.76 -1.24 0.58
H 4.54047 -2.11691 1.63476 -0.54 -1.45 -2.13
H 3.38154 -3.48519 0.98716 2.09 0.99 -0.54
H 6.59223 -2.94397 0.40187 -1.49 -1.12 -0.17
H 5.55444 -3.95266 -0.83293 -1.69 1.52 1.79
H 5.84187 -5.92111 0.52944 -0.14 0.95 1.22
H 4.90862 -5.13706 1.99545 1.76 0.23 -2.16
H 8.00010 -4.32783 1.66560 -1.51 -1.19 1.08
H 6.94140 -4.42939 3.23750 0.48 -1.34 -2.30
H 7.42079 -7.19693 1.48891 0.63 1.56 1.70
H 8.95361 -6.51614 2.35317 -2.65 0.15 0.36
H 6.04175 -7.31323 3.80312 2.19 0.33 -0.21
H 7.58812 -8.39954 3.71398 -0.87 2.45 0.02
H 7.84867 -5.46737 5.18248 0.02 -2.33 -0.10
H 7.21662 -7.06101 6.05313 1.16 1.10 -1.76
H 10.09927 -6.55309 5.95807 -1.43 -1.35 -1.36
H 9.34471 -8.28188 5.97419 -0.03 2.14 -1.43
H 9.87155 -7.53242 4.29497 -0.94 0.71 2.32
La 7.09276 -5.07414 -1.51911 1.32 -0.87 0.00
```
Forces are in eV/Å.

- Largest force on an atom: 0.1819 hartree/bohr
- Charge: +2

***

Entry 3:
DFT (wB97M-V/def2-TZVPD) results for a structure of composition C27H49Ba2N6O.

XYZ file:
```
85
Properties=species:S:1:pos:R:3:forces:R:3
Ba 3.77940 -1.79020 -1.83785 -1.59 1.36 0.00
Ba 3.36035 -1.93520 2.63803 -1.67 0.51 0.03
C 0.23127 0.05392 -0.83357 0.21 0.15 -0.09
C 0.83386 -0.60460 0.39673 -0.95 0.43 0.93
C -0.00805 -1.79143 0.89660 -0.05 -0.62 -1.09
O 2.22072 -0.84790 0.27668 2.32 -1.89 -0.08
H 0.88679 0.85598 -1.17961 -0.07 0.10 0.15
H -0.72039 0.49971 -0.54156 -0.07 -0.02 -0.22
H 0.05773 -0.58814 -1.70304 -0.03 -0.32 0.22
H 0.66106 0.13573 1.19802 0.57 0.22 -0.06
H 0.49500 -2.52308 1.54113 0.25 0.29 0.20
H -0.36205 -2.38752 0.04525 0.00 0.00 0.04
H -0.90217 -1.45428 1.41960 0.01 0.06 0.06
C 4.53356 3.44482 0.80193 -0.41 0.01 -0.60
C 3.20069 4.16675 0.96553 -0.76 0.08 1.16
C 2.07820 3.12947 0.76324 0.40 -0.64 -0.98
C 0.68492 3.53286 0.60983 0.25 0.55 0.37
N -0.40501 3.87156 0.49438 -0.12 -0.18 -0.04
H 4.55441 2.62849 1.52938 0.32 0.17 0.21
H 5.39109 4.10375 0.89950 0.04 -0.08 0.21
H 4.59310 2.95200 -0.17621 0.04 0.19 -0.09
H 3.00264 5.06947 0.38929 0.39 -0.28 -0.60
H 3.15469 4.55910 1.98611 -0.06 -0.16 0.07
H 2.12172 2.30535 1.47904 0.03 0.23 0.38
H 2.32544 2.61430 -0.17574 -0.11 0.03 -0.09
C -3.23720 -2.08889 5.69307 0.33 0.67 -0.49
C -2.25726 -3.02188 5.00425 -0.40 -1.33 -0.15
C -0.87770 -3.03314 5.70373 0.38 0.15 0.02
C 0.26345 -2.76507 4.84334 -0.64 0.16 0.29
N 1.16293 -2.55486 4.16215 1.00 0.21 -0.59
H -4.17534 -2.07211 5.14322 -0.14 -0.21 0.27
H -2.86862 -1.06018 5.62436 0.05 -0.03 0.04
H -3.36924 -2.30291 6.75145 -0.17 -0.27 -0.05
H -2.23011 -2.88238 3.92177 0.38 0.71 0.09
H -2.61753 -4.05658 5.02508 -0.11 0.08 0.41
H -0.61079 -3.97508 6.19428 -0.34 -0.06 0.00
H -0.87622 -2.27699 6.49441 0.19 0.04 -0.04
C -2.49942 -4.99119 0.78785 -0.40 -0.29 0.13
C -3.55754 -3.88489 0.88246 0.76 0.03 0.29
C -4.59700 -3.87071 -0.22140 -0.02 0.15 -0.82
C -3.98760 -3.56479 -1.52748 -0.04 -0.08 0.11
N -3.51277 -3.33056 -2.54598 0.24 0.09 0.03
H -2.90065 -6.00370 0.70030 -0.27 0.14 -0.29
H -1.89766 -5.06517 1.69715 0.18 0.42 -0.06
H -1.87355 -4.78451 -0.08103 0.18 -0.23 0.04
H -2.99406 -2.95053 0.79677 -0.24 0.18 0.22
H -4.05294 -3.85647 1.85208 -0.06 -0.17 -0.01
H -5.31867 -3.07222 -0.04136 -0.15 -0.18 0.09
H -5.12480 -4.81527 -0.36742 -0.08 0.01 0.36
C 5.86302 1.63349 -5.16654 -0.45 -0.73 0.11
C 4.61026 2.44220 -5.53466 0.91 0.01 -0.06
C 3.68194 2.66803 -4.33605 0.22 1.03 -0.25
C 3.26553 1.45970 -3.66505 -0.40 -0.08 0.22
N 2.90581 0.51891 -3.10237 0.77 -0.49 0.05
H 6.74611 1.82911 -5.76933 -0.16 0.33 -0.14
H 5.66931 0.56377 -5.31212 0.04 -0.01 0.27
H 6.12826 1.82173 -4.12201 0.14 -0.05 -0.03
H 4.04586 1.99160 -6.34803 0.13 0.05 -0.12
H 4.99023 3.41372 -5.85003 -0.55 0.15 -0.10
H 2.81657 3.26648 -4.63517 -0.26 -0.38 0.00
H 4.18226 3.31940 -3.61061 0.07 -0.30 0.19
C -1.73378 0.97502 -4.07356 -0.03 0.53 -0.99
C -0.34032 0.82708 -4.68422 0.55 -0.35 1.05
C -0.16845 -0.24732 -5.77664 0.89 0.32 0.70
C -0.63044 0.22024 -7.07263 -0.46 -0.36 -0.12
N -1.02931 0.60429 -8.07726 0.12 0.08 0.02
H -2.43209 1.09772 -4.90591 -0.17 0.15 0.18
H -1.74004 1.89673 -3.49215 -0.25 -0.08 0.13
H -2.11995 0.15037 -3.47738 0.40 -0.20 0.04
H 0.38017 0.61699 -3.87942 -0.16 -0.42 0.01
H 0.04432 1.79512 -5.01314 -0.42 0.03 -0.51
H -0.58049 -1.20643 -5.46341 -0.56 0.12 -0.25
H 0.90361 -0.46553 -5.85552 0.01 0.15 -0.25
C -2.14257 2.11908 4.72729 1.08 -0.24 -0.32
C -2.34740 2.59060 3.28857 -1.54 0.01 0.13
C -2.04826 1.47271 2.26380 0.56 0.55 0.83
C -2.78616 0.24632 2.58842 0.46 0.33 -0.30
N -3.35785 -0.72173 2.81225 -0.05 -0.29 0.04
H -2.15386 2.93979 5.43951 -0.45 0.00 0.01
H -1.13505 1.68716 4.83922 -0.02 0.00 -0.08
H -2.82987 1.31855 4.99127 -0.25 0.22 0.17
H -1.81358 3.51482 3.08158 0.34 -0.23 -0.24
H -3.40563 2.84861 3.18130 0.04 0.12 -0.01
H -0.96967 1.34112 2.41202 -0.03 -0.65 -0.39
H -2.22720 1.72965 1.22221 -0.10 0.26 0.05
```
Forces are in eV/Å.

- Largest force on an atom: 0.0582 hartree/bohr
- Charge: +3
- ΔE to the lowest compared entry with this formula, charge and spin: 0.000 eV

***

Listing E_LUMO for the structures above in their given order: 0.18, -9.69, -10.64 eV.
Listing HOMO energy for the structures above in their given order: -10.703, -10.537, -16.434 eV.